Entry 1:
Density functional theory data (ωB97M-V/def2-TZVPD) for one molecule with the formula C4H8N2O3 in a non-equilibrium geometry.

Its SMILES is CN(C)C(=O)C[N+](=O)[O-]. The value obtained for the highest occupied orbital energy is -0.362 Eh. The calculation puts the electronic energy at -492.3137 a.u. The HOMO-LUMO gap comes out at 0.377 Eh. The calculation puts the lowest unoccupied orbital energy at 0.388 eV.

Structure (XYZ):
```
17
Properties=species:S:1:pos:R:3:nbo_charge:R:1
C -0.514 -0.860 0.109 -0.400
N 0.097 0.498 -0.117 -0.415
C -0.792 1.604 -0.136 -0.447
C 1.401 0.710 0.011 0.650
O 1.856 1.811 0.222 -0.596
C 2.239 -0.526 0.036 -0.397
N 3.674 -0.284 -0.027 0.548
O 4.328 -0.783 0.834 -0.373
O 4.116 0.367 -0.923 -0.353
H -1.363 -0.674 0.716 0.208
H -0.887 -1.319 -0.797 0.204
H 0.280 -1.447 0.618 0.200
H -0.870 2.071 -1.110 0.209
H -1.740 1.508 0.406 0.209
H -0.148 2.315 0.430 0.248
H 1.989 -1.425 0.758 0.256
H 1.964 -0.861 -0.953 0.248
```

Entry 2:
Density functional theory data (ωB97M-V/def2-TZVPD) for a 4-piece molecular cluster, C17H31N3O3 overall in a non-equilibrium geometry.

Its SMILES is Nc1cnc2ccccc2n1.CC(C)O.CC(C)O.CC(C)O. The value obtained for the highest occupied orbital energy is -0.300 Eh. The calculation puts the electronic energy at -1055.9638 a.u. The HOMO-LUMO gap comes out at 0.261 Eh. The calculation puts the lowest unoccupied orbital energy at -1.075 eV.

Structure (XYZ):
```
54
Properties=species:S:1:pos:R:3:nbo_charge:R:1
N 5.296 0.455 -5.540 -0.804
C 3.886 0.751 -5.011 0.343
C 3.764 1.360 -3.508 -0.058
N 2.468 1.698 -2.826 -0.387
C 1.302 1.365 -3.714 0.091
C -0.213 1.650 -3.076 -0.223
C -1.571 1.348 -3.944 -0.232
C -1.456 0.737 -5.460 -0.219
C 0.035 0.466 -6.087 -0.230
C 1.431 0.771 -5.222 0.145
N 2.725 0.462 -5.920 -0.430
H 5.847 0.180 -4.691 0.371
H 5.160 -0.449 -6.085 0.388
H 4.763 1.552 -2.902 0.226
H -0.377 2.064 -1.969 0.272
H -2.643 1.572 -3.467 0.249
H -2.392 0.491 -6.140 0.244
H 0.127 0.055 -7.203 0.247
C 1.638 2.875 0.985 -0.633
C 0.800 1.641 1.283 0.095
C 1.650 0.520 1.860 -0.626
O 0.177 1.192 0.083 -0.742
H 2.415 2.651 0.245 0.209
H 1.016 3.669 0.559 0.215
H 2.119 3.254 1.892 0.210
H 0.004 1.900 1.989 0.174
H 2.427 0.213 1.151 0.195
H 1.036 -0.365 2.058 0.216
H 2.131 0.829 2.793 0.221
H 0.877 0.961 -0.550 0.474
C -1.699 -0.178 5.847 -0.629
C -0.921 -0.702 4.651 0.092
C -1.029 -2.215 4.538 -0.631
O 0.450 -0.336 4.782 -0.723
H -1.308 -0.596 6.782 0.198
H -1.602 0.910 5.923 0.218
H -2.761 -0.431 5.769 0.211
H -1.298 -0.237 3.734 0.176
H -0.615 -2.704 5.427 0.198
H -0.454 -2.579 3.680 0.219
H -2.071 -2.528 4.421 0.211
H 0.794 -0.744 5.594 0.460
C -3.627 -1.531 1.381 -0.629
C -2.955 -2.124 0.152 0.095
C -1.601 -2.725 0.497 -0.632
O -2.783 -1.105 -0.830 -0.724
H -3.020 -0.725 1.809 0.196
H -4.594 -1.092 1.115 0.218
H -3.787 -2.294 2.149 0.205
H -3.599 -2.895 -0.284 0.174
H -0.923 -1.961 0.894 0.203
H -1.124 -3.136 -0.399 0.220
H -1.701 -3.523 1.239 0.204
H -2.212 -0.417 -0.451 0.471
```

Entry 3:
Density functional theory data (ωB97M-V/def2-TZVPD) for C21H27FLiN3S as an isolated structure in a non-equilibrium geometry.

The value obtained for the highest occupied orbital energy is -0.239 Eh. The calculation puts the electronic energy at -1486.3272 a.u. The HOMO-LUMO gap comes out at 0.244 Eh. The calculation puts the lowest unoccupied orbital energy at 0.126 eV.

Structure (XYZ):
```
54
Properties=species:S:1:pos:R:3:nbo_charge:R:1
Li 0.937 0.838 -1.010 0.870
C -3.373 1.580 0.246 -0.588
C -2.725 0.436 1.009 -0.257
C -3.606 0.117 2.231 -0.592
C -2.516 -0.719 0.101 -0.044
C -3.642 -1.460 -0.360 -0.218
C -3.530 -2.483 -1.264 -0.229
C -2.306 -2.803 -1.865 -0.222
C -1.171 -2.087 -1.450 -0.065
C 0.166 -2.266 -2.206 -0.247
C 0.265 -1.250 -3.334 -0.587
C 0.362 -3.669 -2.768 -0.600
C -1.249 -1.126 -0.421 0.241
N -0.066 -0.407 0.011 -0.886
C 0.305 -0.539 1.303 0.202
C -0.229 -1.437 2.267 -0.328
C 0.272 -1.474 3.568 -0.180
C 1.163 -0.559 4.082 -0.297
C 1.667 0.363 3.189 -0.261
C 1.269 0.302 1.865 0.271
F 1.797 1.210 0.996 -0.387
H -3.597 2.426 0.888 0.202
H -4.327 1.251 -0.199 0.202
H -2.712 1.925 -0.560 0.204
H -1.803 0.758 1.420 0.220
H -4.658 -0.099 1.952 0.192
H -3.636 0.956 2.931 0.206
H -3.223 -0.767 2.710 0.215
H -4.641 -1.173 0.012 0.203
H -4.429 -3.053 -1.556 0.204
H -2.310 -3.597 -2.583 0.210
H 0.954 -2.054 -1.461 0.218
H -0.448 -1.499 -4.126 0.209
H 1.222 -1.237 -3.797 0.206
H 0.038 -0.248 -2.980 0.185
H -0.402 -3.896 -3.524 0.196
H 0.289 -4.454 -2.019 0.215
H 1.337 -3.738 -3.258 0.205
H -0.944 -2.157 1.893 0.223
H -0.166 -2.226 4.248 0.205
H 1.418 -0.534 5.124 0.213
H 2.376 1.137 3.477 0.210
S 2.070 2.221 -2.549 -0.332
C 3.093 2.819 -1.358 0.320
N 3.037 4.071 -0.859 -0.585
C 4.168 4.364 -0.006 -0.221
C 4.487 2.912 0.493 -0.224
N 4.091 2.170 -0.690 -0.588
H 2.477 4.747 -1.373 0.427
H 3.888 5.081 0.739 0.221
H 5.008 4.733 -0.596 0.193
H 3.887 2.622 1.378 0.211
H 5.541 2.808 0.733 0.216
H 4.124 1.165 -0.696 0.422
```